Entry 1:
ORCA calculation (wB97M-V/def2-TZVPD) on the molecule C21H27NO3S.

Cartesian coordinates (Å):
C 2.366 4.404 4.873
O 0.987 4.524 5.121
C 0.370 3.314 5.499
C 0.361 2.284 4.413
C 1.083 1.129 4.347
C 0.849 0.399 3.164
C -0.051 1.006 2.336
C -0.473 0.645 0.961
O -0.260 1.413 0.030
N -1.131 -0.519 0.789
C -1.255 -1.580 1.758
C -0.285 -2.708 1.396
C -0.508 -3.158 -0.049
C -0.525 -2.002 -1.074
C 0.905 -1.410 -1.189
O 1.016 -0.226 -1.916
C -1.009 -2.582 -2.422
C -1.704 -1.642 -3.419
C -0.827 -0.588 -4.035
C 0.258 -0.950 -4.823
C 1.060 0.012 -5.406
C 0.782 1.355 -5.218
C -0.307 1.727 -4.452
C -1.107 0.761 -3.869
C -1.494 -0.930 -0.551
S -0.600 2.509 2.993
H 2.571 3.734 4.031
H 2.720 5.404 4.633
H 2.895 4.031 5.759
H -0.654 3.593 5.766
H 0.871 2.890 6.385
H 1.757 0.805 5.120
H 1.348 -0.526 2.934
H -1.062 -1.198 2.761
H -2.284 -1.955 1.719
H 0.740 -2.362 1.532
H -0.441 -3.553 2.069
H 0.262 -3.879 -0.330
H -1.473 -3.670 -0.094
H 1.542 -2.138 -1.701
H 1.314 -1.265 -0.178
H 0.603 0.502 -1.419
H -1.724 -3.381 -2.204
H -0.153 -3.043 -2.916
H -2.084 -2.279 -4.226
H -2.569 -1.173 -2.948
H 0.479 -1.997 -4.980
H 1.906 -0.286 -6.009
H 1.412 2.108 -5.670
H -0.533 2.772 -4.303
H -1.959 1.065 -3.276
H -1.473 -0.048 -1.191
H -2.511 -1.334 -0.519

Atoms 1-3, force components in eV/Å:
C 0.1 0.0 -0.1
O -0.2 0.1 0.0
C -0.1 0.0 0.1

## Properties
- ΔE to the lowest compared entry with this formula, charge and spin (kcal per mole) = 5.1
- SMILES string = COCc1ccc(C(=O)N2CCC[C@@](CO)(CCc3ccccc3)C2)s1
- HOMO energy (eV) = -8.5

Atomic partial charges in e from the Löwdin method, atoms 1 to 8: -0.1058 -0.1889 -0.2444 -0.5070 -0.1169 -0.1147 -0.4305 -0.4657


Entry 2:
ORCA calculation (wB97M-V/def2-TZVPD) on C27H61N3O4 as an isolated structure.

Cartesian coordinates (Å):
C -9.594 -3.640 9.581
C -10.894 -4.461 9.726
C -11.412 -4.434 11.157
C -12.399 -5.611 11.522
N -13.133 -5.450 12.942
C -13.812 -6.815 13.173
C -12.748 -7.692 13.884
C -11.713 -6.745 14.497
C -12.236 -5.269 14.191
C -14.240 -4.385 12.831
C -15.474 -4.692 11.944
C -16.662 -3.717 12.194
H -9.219 -3.457 8.575
H -8.790 -4.154 10.107
H -9.660 -2.702 10.133
H -10.655 -5.455 9.349
H -11.508 -4.090 8.905
H -11.941 -3.497 11.330
H -10.566 -4.363 11.839
H -11.833 -6.541 11.471
H -13.208 -5.696 10.796
H -14.666 -6.843 13.849
H -14.050 -7.274 12.214
H -13.362 -8.115 14.679
H -12.353 -8.580 13.391
H -11.466 -6.910 15.546
H -10.770 -6.863 13.963
H -12.921 -4.847 14.927
H -11.481 -4.504 14.011
H -13.621 -3.529 12.566
H -14.652 -4.338 13.839
H -15.766 -5.738 11.851
H -15.214 -4.373 10.935
H -17.522 -3.945 11.564
H -16.284 -2.711 12.015
H -17.071 -3.739 13.204
C -17.769 -0.318 13.582
C -16.808 -0.942 14.657
C -16.790 -0.245 15.993
C -16.346 -1.165 17.126
N -16.033 -0.438 18.490
C -15.697 -1.562 19.562
C -17.038 -2.066 20.142
C -18.045 -1.014 19.693
C -17.214 0.179 19.225
C -14.963 0.653 18.343
C -13.487 0.092 18.092
C -12.528 1.175 17.819
H -17.531 0.724 13.367
H -18.751 -0.256 14.051
H -17.833 -0.946 12.693
H -15.793 -1.088 14.287
H -17.299 -1.904 14.809
H -17.831 -0.136 16.299
H -16.252 0.692 15.850
H -15.405 -1.563 16.746
H -16.778 -2.120 17.425
H -15.110 -1.084 20.347
H -15.040 -2.255 19.036
H -16.850 -2.089 21.215
H -17.338 -3.049 19.777
H -18.676 -0.791 20.554
H -18.689 -1.451 18.930
H -16.773 0.742 20.047
H -17.735 0.826 18.519
H -15.001 1.207 19.281
H -15.244 1.391 17.592
H -13.554 -0.643 17.290
H -13.170 -0.398 19.012
H -12.868 1.861 17.043
H -11.496 0.856 17.671
H -12.404 1.747 18.739
C -11.498 2.284 12.702
C -11.767 1.098 11.793
C -10.555 0.165 11.773
O -9.577 0.462 10.754
C -8.420 -0.141 11.222
N -12.953 0.315 12.282
H -12.765 -0.326 13.039
H -13.736 0.884 12.571
H -13.264 -0.313 11.555
H -11.503 2.077 13.773
H -12.170 3.116 12.497
H -10.473 2.637 12.590
H -11.973 1.374 10.759
H -10.843 -0.821 11.408
H -10.189 -0.066 12.774
H -7.900 0.297 12.074
H -7.715 0.100 10.427
H -8.549 -1.196 11.466
O -10.926 -0.308 15.158
C -11.514 -1.478 15.281
O -12.498 -1.801 14.551
O -10.875 -2.335 15.957
H -10.395 -0.912 15.682

Atoms 1-3, force components in eV/Å:
C 0.5 -0.3 1.1
C 1.2 0.1 -1.5
C -1.4 -0.2 0.4

## Properties
- ΔE to the lowest compared entry with this formula, charge and spin (kcal per mole) = 63.1
- HOMO energy (eV) = -13.3
- charge = +2

Atomic partial charges in e from the Löwdin method, atoms 1 to 8: -0.0954 -0.2489 -0.1721 -0.0349 -0.1823 -0.1114 -0.1524 -0.1074


Entry 3:
ORCA calculation (wB97M-V/def2-TZVPD) on a 2-piece molecular cluster, C9H14O overall.

Cartesian coordinates (Å):
C 0.717 -2.937 0.652
C 0.923 -1.514 0.261
C 0.679 -1.219 -1.101
C 1.172 -0.110 -1.753
C 1.806 0.843 -0.942
O 2.067 2.013 -1.651
C 1.784 0.759 0.429
C 1.338 -0.434 1.018
H -0.251 -3.376 0.388
H 0.724 -3.032 1.742
H 1.447 -3.665 0.300
H 0.049 -1.860 -1.717
H 0.785 0.129 -2.733
H 1.633 2.784 -1.295
H 1.963 1.633 1.028
H 1.194 -0.408 2.094
C -2.723 1.189 1.041
C -1.822 1.451 -0.176
H -3.719 1.593 0.858
H -2.866 0.139 1.252
H -2.230 1.618 1.913
H -2.292 1.900 -1.043
H -1.462 0.484 -0.545
H -0.917 2.018 -0.022

Atoms 1-3, force components in eV/Å:
C -0.8 -0.6 1.8
C -0.3 0.2 -1.9
C 0.5 -0.4 -0.7

## Properties
- ΔE to the lowest compared entry with this formula, charge and spin (kcal per mole) = 26.0
- SMILES string = Cc1ccc(O)cc1.CC
- HOMO energy (eV) = -8.6

Atomic partial charges in e from the Löwdin method, atoms 1 to 8: -0.0648 -0.2786 -0.0684 -0.0215 -0.3149 0.0153 -0.0348 -0.0443


Entry 4:
ORCA calculation (wB97M-V/def2-TZVPD) on C3H9NO5S3 as an isolated structure.

Cartesian coordinates (Å):
C 1.588 2.252 0.612
C -2.520 0.058 -1.085
C 1.231 -2.318 0.779
N -0.151 -0.020 0.468
O 2.585 0.049 -0.235
O -2.018 1.536 1.055
O -0.663 1.921 -0.939
O -1.320 -2.218 0.150
O 0.244 -1.406 -1.545
S 1.450 0.878 -0.574
S -1.350 0.976 -0.078
S -0.089 -1.542 -0.152
H 1.220 3.146 0.122
H 2.628 2.350 0.899
H 0.964 2.034 1.470
H -3.292 0.762 -1.380
H -1.979 -0.325 -1.941
H -2.927 -0.753 -0.492
H 1.269 -3.362 0.496
H 2.157 -1.808 0.545
H 0.973 -2.209 1.824

Atoms 1-3, force components in eV/Å:
C -0.3 0.0 -0.3
C 0.4 0.1 0.4
C -0.4 0.7 -0.2

## Properties
- ΔE to the lowest compared entry with this formula, charge and spin (kcal per mole) = 0.0
- HOMO energy (eV) = -10.5

Atomic partial charges in e from the Löwdin method, atoms 1 to 8: -0.2105 -0.1185 -0.1079 -0.3976 -0.4730 -0.2812 -0.4158 -0.3031


Entry 5:
ORCA calculation (wB97M-V/def2-TZVPD) on a 5-piece molecular cluster, C3H15O5 overall.

Cartesian coordinates (Å):
C -0.896 0.965 -0.978
O 0.424 0.598 -1.289
C -1.523 0.055 0.082
C -1.153 -1.440 -0.024
H -1.410 0.915 -1.942
H -0.807 2.026 -0.679
H -2.568 0.348 0.163
H -1.053 0.251 1.069
H -1.216 -1.832 0.994
H -0.125 -1.781 -0.226
H -1.633 -2.001 -0.818
H 2.778 0.179 0.739
H 1.002 0.372 -0.438
O 1.834 0.352 0.719
H 1.378 1.480 1.751
H 1.999 2.813 2.075
O 1.247 2.273 2.393
H 1.692 -0.541 2.003
H 1.424 -0.831 3.462
O 1.932 -1.219 2.748
H -1.279 -1.540 -3.376
H -0.646 -0.442 -4.264
O -1.402 -1.000 -4.164

Atoms 1-3, force components in eV/Å:
C 1.5 0.0 -0.2
O 0.4 -0.8 -0.2
C 1.9 0.3 0.5

## Properties
- ΔE to the lowest compared entry with this formula, charge and spin (kcal per mole) = 28.2
- HOMO energy (eV) = -5.1
- charge = -1

Atomic partial charges in e from the Löwdin method, atoms 1 to 8: -0.3261 -0.1855 -0.2221 -0.1202 0.0875 0.1061 0.0936 0.0999


Entry 6:
ORCA calculation (wB97M-V/def2-TZVPD) on a 7-piece molecular cluster, C13H28Cl12O9S3 overall.

Cartesian coordinates (Å):
C -2.578 -0.045 3.812
C -2.275 0.797 2.573
O -0.974 0.353 2.093
S -0.840 0.178 0.547
C -0.772 1.842 -0.004
O 0.410 -0.436 0.308
O -2.038 -0.274 -0.028
H -3.623 0.040 3.960
H -2.075 0.184 4.790
H -2.372 -1.092 3.576
H -2.985 0.565 1.795
H -2.251 1.923 2.787
H 0.125 2.310 0.461
H -1.671 2.322 0.479
H -0.745 1.910 -1.090
C -0.848 -7.364 -2.353
C -0.751 -5.962 -1.847
O 0.438 -5.306 -2.468
S 0.494 -3.712 -2.463
C 1.536 -3.286 -1.110
O 1.153 -3.359 -3.681
O -0.797 -3.190 -2.145
H 0.135 -7.750 -2.458
H -1.314 -7.380 -3.386
H -1.378 -7.975 -1.597
H -1.614 -5.408 -2.053
H -0.499 -6.010 -0.744
H 1.141 -3.808 -0.237
H 1.368 -2.204 -0.965
H 2.514 -3.529 -1.388
C 1.877 5.203 -1.179
C 2.873 4.035 -1.140
O 2.177 2.760 -1.513
S 1.743 2.638 -3.070
C 1.990 0.983 -3.342
O 0.350 2.942 -3.169
O 2.634 3.392 -3.879
H 1.424 5.357 -2.157
H 2.412 6.099 -0.987
H 1.094 4.964 -0.452
H 3.751 4.098 -1.799
H 3.128 3.920 -0.091
H 1.496 0.567 -4.222
H 1.657 0.319 -2.475
H 3.120 0.932 -3.461
Cl 1.910 -0.344 3.070
C 3.406 0.137 2.354
Cl 3.258 0.513 0.610
Cl 4.692 -0.952 2.710
H 3.663 1.125 2.719
Cl -4.654 0.237 -2.422
C -4.433 1.394 -1.036
Cl -5.380 1.088 0.345
Cl -4.701 3.089 -1.453
H -3.431 1.147 -0.782
Cl 2.065 -4.149 3.988
C 0.298 -3.920 3.967
Cl -0.392 -3.648 2.358
Cl -0.214 -2.612 4.924
H -0.200 -4.842 4.306
Cl 0.073 4.402 2.057
C -0.914 5.840 2.143
Cl -2.311 5.625 1.033
Cl -0.062 7.276 1.761
H -1.315 6.045 3.120

Atoms 1-3, force components in eV/Å:
C 0.8 0.0 0.2
C 0.6 0.7 1.4
O -0.1 0.1 0.3

## Properties
- ΔE to the lowest compared entry with this formula, charge and spin (kcal per mole) = 3.9
- SMILES string = CCOS(C)(=O)=O.CCOS(C)(=O)=O.CCOS(C)(=O)=O.ClC(Cl)Cl.ClC(Cl)Cl.ClC(Cl)Cl.ClC(Cl)Cl
- HOMO energy (eV) = -10.9

Atomic partial charges in e from the Löwdin method, atoms 1 to 8: -0.0663 -0.2345 -0.2972 0.4762 -0.1377 -0.3357 -0.2752 0.0605


- What is the formula in the fifth record?
  C3H15O5